105
Properties=species:S:1:pos:R:3 method="wB97M-V/def2-TZVPD" e_tot_ev=-55985.78723 e_lumo_ev="2.19 / 2.11" charge=-1 homo_lumo_gap_ev="7.53 / 7.45" spin_multiplicity=4
C 0.028 5.409 -3.515
C -0.436 4.963 -4.525
C -0.883 4.347 -5.789
C -0.131 3.014 -6.046
C -0.938 1.749 -5.616
Al -0.435 0.953 -3.811
O 0.311 2.209 -2.635
C -0.482 2.528 -1.696
N -1.246 3.056 -0.996
H 0.598 5.643 -2.648
H -0.670 5.082 -6.569
H -1.955 4.149 -5.737
H 0.101 2.919 -7.111
H 0.796 3.052 -5.469
H -2.021 1.918 -5.657
H -0.712 0.971 -6.357
H 0.730 -0.147 -4.045
H -1.711 0.206 -3.182
C 1.834 -0.762 -0.780
C 1.573 -2.250 -0.485
C 2.180 -2.635 0.867
C 3.701 -2.772 0.836
C 4.129 -3.734 -0.271
C 3.574 -3.347 -1.645
N 2.105 -3.106 -1.588
O 1.476 -4.242 -1.609
C 4.315 -2.102 -2.176
C 3.890 -4.458 -2.647
C 0.053 -2.369 -0.393
H 2.887 -0.486 -0.786
H 1.409 -0.472 -1.742
H 1.369 -0.139 -0.015
H 1.753 -3.589 1.197
H 1.891 -1.893 1.615
H 4.168 -1.793 0.699
H 4.056 -3.147 1.799
H 5.220 -3.780 -0.323
H 3.788 -4.742 -0.011
H 3.779 -1.658 -3.016
H 5.310 -2.380 -2.527
H 4.470 -1.333 -1.422
H 3.500 -5.424 -2.330
H 4.971 -4.563 -2.746
H 3.479 -4.225 -3.630
H -0.425 -2.159 -1.350
H -0.330 -1.652 0.333
H -0.263 -3.358 -0.063
C 2.073 5.731 4.297
C 1.848 6.442 2.950
C 0.416 6.206 2.459
C 0.184 4.803 1.903
C 1.211 4.481 0.825
C 2.655 4.659 1.297
N 2.858 5.991 1.947
O 3.012 6.908 1.040
C 3.027 3.514 2.263
C 3.599 4.496 0.106
C 2.024 7.929 3.259
H 1.895 4.659 4.268
H 3.091 5.897 4.655
H 1.388 6.131 5.047
H 0.181 6.931 1.673
H -0.283 6.400 3.276
H 0.222 4.062 2.708
H -0.816 4.734 1.473
H 1.064 3.459 0.474
H 1.023 5.128 -0.038
H 3.945 3.743 2.808
H 3.196 2.595 1.703
H 2.245 3.281 2.983
H 3.371 5.191 -0.700
H 3.501 3.491 -0.301
H 4.639 4.645 0.405
H 3.050 8.152 3.557
H 1.364 8.210 4.081
H 1.771 8.559 2.408
C -4.610 -3.859 3.538
C -4.730 -3.354 2.087
C -6.081 -3.763 1.494
C -6.161 -5.241 1.117
C -4.999 -5.619 0.200
C -3.631 -5.269 0.790
N -3.589 -3.853 1.265
O -3.407 -3.061 0.253
C -3.296 -6.245 1.938
C -2.551 -5.503 -0.266
C -4.685 -1.830 2.197
H -4.714 -4.936 3.645
H -3.651 -3.567 3.967
H -5.396 -3.417 4.151
H -6.274 -3.168 0.595
H -6.876 -3.519 2.202
H -6.164 -5.865 2.016
H -7.106 -5.438 0.607
H -5.032 -6.689 -0.020
H -5.126 -5.102 -0.756
H -2.461 -5.873 2.534
H -3.003 -7.213 1.530
H -4.135 -6.445 2.602
H -2.732 -4.937 -1.178
H -2.533 -6.559 -0.541
H -1.564 -5.235 0.112
H -3.715 -1.489 2.561
H -5.448 -1.493 2.901
H -4.881 -1.340 1.246